[1]
7 unconnected molecules or ions with the total composition C14H21N7 in a non-equilibrium geometry. Source: the OMol25 dataset; level of theory: ωB97M-V with the def2-TZVPD basis set.

For the HOMO-LUMO gap, the calculation gives 10.988 eV. As for the LUMO energy: 0.104 eV. The highest occupied orbital energy comes out at -10.88 eV. Its SMILES is CC#N.CC#N.CC#N.CC#N.CC#N.CC#N.CC#N.

CARTESIAN COORDINATES (ANGSTROEM)
C -2.1477 0.8529 -1.9531
C -1.7117 1.7119 -3.0090
N -1.2812 2.4540 -3.7909
H -2.3107 1.4004 -1.0248
H -1.3982 0.0862 -1.7569
H -3.0742 0.3618 -2.2505
C 1.1289 -0.2515 -4.1020
C 1.4207 -1.2763 -3.1344
N 1.6503 -2.1513 -2.3793
H 1.9511 -0.4628 -4.7857
H 1.0439 0.7131 -3.6016
H 0.1423 -0.5565 -4.4509
C 6.0879 -3.3769 0.6920
C 6.9278 -3.6499 -0.5018
N 7.6391 -3.8989 -1.4215
H 6.6460 -3.2859 1.6239
H 5.3776 -4.2034 0.6708
H 5.5726 -2.4279 0.5441
C 0.7493 3.8566 1.8652
C -0.4809 4.5925 1.4350
N -1.4676 5.1298 1.0686
H 0.8516 2.9934 1.2076
H 0.7002 3.3292 2.8179
H 1.6431 4.4772 1.8008
C 0.9696 -0.2881 0.2088
C 2.1914 -1.0043 0.7036
N 3.2102 -1.5461 1.0516
H 0.9025 0.5830 0.8604
H 0.0948 -0.9380 0.2317
H 0.9284 0.0114 -0.8385
C -4.3791 -2.0312 2.7864
C -3.3829 -2.0586 1.7413
N -2.5617 -2.0728 0.9148
H -4.6945 -3.0452 3.0325
H -5.2539 -1.6280 2.2762
H -4.0854 -1.5298 3.7085
C -3.7233 1.7309 1.1226
C -2.3975 1.1876 1.5669
N -1.4235 0.7742 1.9686
H -3.6898 2.5984 0.4635
H -4.2444 1.9708 2.0494
H -4.1210 0.8682 0.5880

Force components x, y, z for each atom (eV/Å):
C -0.452 -0.815 0.544
C 1.176 1.912 -1.397
N -0.667 -1.132 0.898
H 0.070 0.081 -0.229
H -0.044 -0.073 -0.013
H -0.003 -0.079 0.137
C -0.249 -0.966 0.576
C 0.737 -3.267 3.480
N -0.682 2.568 -2.199
H -0.359 1.117 -0.728
H 0.427 0.140 -0.525
H 0.110 0.413 -0.748
C 0.132 0.021 -1.214
C 2.996 -0.625 -2.601
N -2.844 0.967 3.446
H 0.137 -0.410 -0.223
H -0.215 0.235 0.611
H -0.225 -0.193 -0.032
C -0.536 -0.332 -0.621
C -2.278 1.024 -0.447
N 3.236 -1.785 1.191
H 0.151 0.245 -0.497
H -0.437 0.738 0.344
H -0.201 -0.001 0.032
C 0.529 -0.453 0.507
C 4.293 -2.332 0.346
N -5.228 2.806 -1.554
H -0.608 -0.127 -0.127
H -0.002 -0.022 0.863
H 1.118 0.072 0.046
C -0.861 -0.577 -0.369
C 2.413 -0.159 -1.341
N -1.636 0.086 1.321
H 0.295 -0.130 0.076
H -0.233 0.526 0.591
H 0.003 0.240 -0.371
C 1.228 -1.068 0.503
C -2.332 1.934 -0.969
N 1.781 -0.682 0.743
H 0.375 -0.064 0.193
H -0.375 -0.069 -0.308
H -0.739 0.238 0.064

These are the Löwdin partial charges, in e, on atoms 1 to 4:
1 C -0.063
2 C -0.286
3 N 0.143
4 H 0.050

***

[2]
14 unconnected molecules or ions with the total composition C40H118N10O14 in a non-equilibrium geometry. Source: the OMol25 dataset; level of theory: ωB97M-V with the def2-TZVPD basis set.

For the HOMO-LUMO gap, the calculation gives 9.401 eV. As for the LUMO energy: 0.410 eV. The highest occupied orbital energy comes out at -8.99 eV.

CARTESIAN COORDINATES (ANGSTROEM)
C -5.9552 2.2448 2.8157
C -5.7532 1.9982 4.3038
C -6.6517 0.9247 5.0003
O -6.4155 0.8213 6.3710
C -7.5179 0.3629 7.1903
N -4.4191 1.4656 4.4657
H -6.9959 2.3093 2.4982
H -5.7945 1.2866 2.3215
H -5.4538 3.1045 2.3711
H -5.8623 2.9118 4.8881
H -6.5339 0.0001 4.4352
H -7.6782 1.2569 4.8455
H -7.2170 -0.0430 8.1561
H -8.1653 -0.3899 6.7408
H -8.2240 1.1721 7.3771
H -3.8317 2.2718 4.3071
H -4.1494 1.1756 5.3948
C 5.0488 -7.0698 -4.5094
C 5.7562 -5.7690 -4.1940
C 4.8432 -4.8287 -3.2940
O 5.5918 -3.7597 -2.8446
C 4.9596 -2.7865 -2.1032
N 6.9460 -6.1640 -3.3864
H 5.7420 -7.8684 -4.7735
H 4.3936 -6.9921 -5.3770
H 4.4382 -7.4719 -3.7009
H 5.9048 -5.2950 -5.1643
H 4.3328 -5.2874 -2.4471
H 4.0420 -4.5168 -3.9640
H 4.2169 -2.2123 -2.6571
H 5.6316 -1.9489 -1.9164
H 4.4031 -3.1435 -1.2365
H 7.4746 -5.3149 -3.2460
H 6.7992 -6.5564 -2.4674
C 6.7457 -2.2918 -8.3128
C 5.8389 -1.4337 -7.4602
C 5.8732 -1.7551 -5.9454
O 4.8214 -1.0114 -5.2254
C 3.4283 -1.1439 -5.6134
N 6.1187 -0.0422 -7.6626
H 7.7395 -1.8443 -8.3069
H 6.2986 -2.4788 -9.2892
H 6.8928 -3.2926 -7.9068
H 4.8418 -1.6588 -7.8386
H 6.8770 -1.4590 -5.6405
H 5.7307 -2.8057 -5.6924
H 3.1075 -0.8787 -6.6208
H 2.6940 -0.6523 -4.9753
H 3.2502 -2.2190 -5.5894
H 5.5821 0.1901 -8.4861
H 7.0962 0.2115 -7.6743
C -3.7104 0.0199 -5.0894
C -4.5036 -1.0198 -4.3116
C -4.1668 -2.4472 -4.7054
O -4.4807 -2.8323 -6.0502
C -4.4253 -4.3655 -6.1565
N -4.3237 -0.7899 -2.9179
H -4.0122 1.0312 -4.8169
H -3.7995 -0.1408 -6.1638
H -2.6257 0.0117 -4.9828
H -5.5543 -0.8060 -4.5072
H -4.6993 -3.0969 -4.0108
H -3.1043 -2.5922 -4.5099
H -5.2337 -4.7517 -5.5356
H -3.5351 -4.6256 -5.5839
H -4.2863 -4.8342 -7.1307
H -4.8765 -1.4057 -2.3388
H -3.3429 -0.8640 -2.6885
C -0.5907 -0.9690 4.6888
C -0.8770 -0.5339 6.1744
C -0.3642 0.9066 6.6027
O 1.0492 1.0243 6.6979
C 1.4895 2.3720 6.7039
N -2.2771 -0.6280 6.2310
H -1.3476 -0.6916 3.9552
H -0.4422 -2.0479 4.7334
H 0.4554 -0.8584 4.4034
H -0.5412 -1.1963 6.9723
H -0.7251 1.0204 7.6249
H -0.8798 1.6987 6.0596
H 1.1394 3.0105 5.8929
H 2.5761 2.4541 6.6781
H 1.2072 2.8914 7.6197
H -2.5832 -0.5610 5.2708
H -2.3975 -1.6132 6.4178
C 1.7385 -5.5710 -2.1183
C 0.2898 -5.8500 -1.8946
C -0.2643 -7.2744 -2.2415
O -1.6149 -7.3942 -1.7244
C -2.1533 -8.7307 -1.6261
N 0.1364 -5.8141 -0.4748
H 1.8663 -5.3100 -3.1689
H 2.4585 -6.3062 -1.7591
H 1.9417 -4.6250 -1.6164
H -0.3852 -5.0682 -2.2429
H 0.3613 -7.9685 -1.6803
H -0.3413 -7.5157 -3.3016
H -1.7787 -9.2316 -0.7334
H -2.0297 -9.4443 -2.4407
H -3.2203 -8.6210 -1.4324
H 0.9303 -6.3529 -0.1593
H -0.6678 -6.3245 -0.1390
C 5.6939 1.4560 1.6695
C 5.2769 1.6602 3.1325
C 4.5639 0.4277 3.7137
O 3.4206 -0.0197 2.9569
C 2.3426 0.8875 2.7934
N 6.4409 1.8432 3.8881
H 4.8613 1.7066 1.0122
H 6.1322 0.5092 1.3542
H 6.3750 2.2775 1.4476
H 4.5925 2.4917 3.3006
H 4.2867 0.6229 4.7497
H 5.3527 -0.3239 3.7442
H 2.6590 1.6671 2.1005
H 2.0763 1.4376 3.6960
H 1.4839 0.3532 2.3868
H 6.8797 2.7013 3.5860
H 6.3642 2.1317 4.8530
C 0.1020 3.9755 2.8753
C 0.9541 5.1511 2.7374
C 2.2915 5.1272 3.6079
O 1.9797 5.1604 4.9962
C 1.9043 6.4393 5.5506
N 1.2394 5.3616 1.3503
H 0.3671 3.1350 2.2340
H -0.9784 4.1128 2.8313
H 0.1141 3.4402 3.8248
H 0.3996 6.0849 2.8303
H 3.0547 5.8606 3.3479
H 2.7285 4.1721 3.3166
H 2.9554 6.7199 5.6179
H 1.5738 6.2270 6.5673
H 1.1918 7.1360 5.1088
H 1.6864 4.5919 0.8729
H 2.0282 5.9870 1.4327
C -4.6585 4.7961 -0.0485
C -4.7541 6.3697 -0.0826
C -3.8126 7.0903 -1.0556
O -2.4577 6.6251 -0.9668
C -1.6014 7.3992 -0.1849
N -6.1957 6.5897 -0.3221
H -4.7509 4.3509 -1.0392
H -5.4606 4.3532 0.5418
H -3.6995 4.3963 0.2810
H -4.4837 6.7588 0.8990
H -3.8904 8.1534 -0.8280
H -4.1634 6.8440 -2.0578
H -1.8701 7.1553 0.8429
H -1.5805 8.4370 -0.5176
H -0.6352 6.9465 -0.4076
H -6.8216 6.1586 0.3431
H -6.3075 7.5933 -0.3019
C -2.3355 0.6320 1.1754
C -1.3195 0.7768 0.0497
C -0.7002 -0.6334 -0.3437
O 0.4881 -0.5011 -1.1296
C 0.8008 -1.6451 -1.8460
N -1.9846 1.4360 -1.0678
H -3.1168 1.3519 1.4191
H -1.8760 0.5768 2.1623
H -2.8558 -0.3082 0.9926
H -0.5860 1.4530 0.4889
H -1.5359 -1.2631 -0.6490
H -0.4225 -1.0700 0.6157
H 1.6498 -1.4977 -2.5136
H 0.0119 -1.9522 -2.5325
H 1.1798 -2.4036 -1.1611
H -1.2665 1.5263 -1.7722
H -2.2047 2.3407 -0.6763
O 2.9038 0.3091 -0.1047
H 3.0458 -0.5739 0.2364
H 1.9882 0.3142 -0.3839
O 0.1051 4.0345 -0.9244
H 0.9821 3.6601 -0.8420
H 0.0129 4.6007 -0.1582
O -4.7369 1.8572 -2.4465
H -4.1187 1.8708 -1.7158
H -4.8430 0.9288 -2.6539
O -3.9942 -1.2530 3.7069
H -4.6819 -1.4320 3.0656
H -4.1604 -0.3547 3.9927

Force components x, y, z for each atom (eV/Å):
C -1.630 -1.238 -0.129
C -0.438 -0.871 1.613
C -1.362 1.313 -1.513
O 0.143 -0.613 1.111
C -0.399 0.412 -0.667
N 1.569 0.659 -0.374
H -0.479 0.753 0.606
H 1.135 0.115 -0.332
H 0.420 -0.370 0.246
H -0.223 0.276 0.002
H 0.150 -0.480 0.261
H -0.391 -0.046 -0.088
H 0.667 0.231 -0.267
H 0.457 -0.366 -0.546
H 0.189 0.461 0.092
H 0.792 -0.159 -0.354
H -0.595 -0.006 0.645
C -0.856 -0.659 -0.590
C -1.058 -1.143 3.352
C -0.190 -0.505 -1.642
O 1.456 0.118 -0.359
C -1.090 1.522 -0.275
N 0.911 1.220 -1.825
H 0.321 0.246 0.073
H -0.232 0.207 -0.003
H 0.013 0.189 0.272
H 1.054 0.346 0.419
H 0.311 -0.730 0.093
H -0.442 0.502 -0.144
H -0.539 -0.341 -0.724
H 0.526 -0.580 0.661
H 0.463 -0.283 0.475
H 0.301 0.011 0.254
H -0.823 -0.013 -0.126
C 0.458 -1.082 0.624
C -0.107 -1.058 0.728
C -1.863 0.612 -0.767
O 0.271 0.867 -0.207
C 1.090 -1.789 -0.456
N -1.406 0.462 0.027
H 0.029 -0.027 -0.609
H 0.466 0.507 -0.244
H -0.101 -0.210 0.250
H -0.296 0.366 0.269
H -0.323 0.352 0.824
H 0.058 -0.257 -0.304
H 0.779 0.557 -0.350
H 0.839 0.213 0.608
H -0.531 -0.327 0.221
H 0.732 0.885 -0.144
H -0.113 -0.106 -0.389
C 0.276 0.269 -0.713
C -0.257 0.511 -1.545
C -0.197 -0.706 -0.325
O -0.007 -1.925 -0.402
C 0.866 2.214 2.035
N 0.248 -0.290 0.765
H -0.179 -0.070 -0.118
H -0.516 0.087 -0.061
H 0.188 -0.440 0.704
H -0.194 -0.253 -0.291
H -0.187 -0.253 0.163
H 0.408 -0.128 -0.033
H -0.396 -0.115 -0.574
H 0.289 -0.180 -0.066
H -0.602 0.899 -0.221
H 0.108 -0.201 0.084
H 0.115 0.065 0.438
C 2.818 -1.170 1.679
C 2.088 1.673 -1.465
C -0.613 -1.210 0.937
O 0.026 0.334 -1.213
C 0.150 0.350 0.393
N -2.231 0.010 0.709
H 0.325 0.150 0.130
H -1.235 -0.537 -0.125
H 0.076 1.370 -0.498
H 0.884 -0.218 -0.484
H -0.407 0.040 0.257
H 0.359 0.146 -0.675
H -0.334 -0.376 -0.348
H 0.071 -0.612 -0.101
H -0.310 -0.049 0.342
H -0.633 0.149 0.225
H -0.919 -0.098 0.223
C -0.103 1.180 -1.504
C -1.940 -1.671 0.801
C -0.629 0.271 -0.405
O 0.111 -0.512 -0.531
C -0.028 0.612 0.925
N 0.568 0.406 2.145
H 0.543 -0.486 -0.186
H -0.298 -0.255 -0.156
H 0.121 -0.053 0.286
H 0.219 -0.007 -0.828
H 0.298 -0.321 -0.289
H 0.468 -0.079 -0.181
H 0.406 -0.005 0.150
H 0.338 0.554 -0.564
H -0.005 0.195 -0.262
H 0.156 0.032 0.822
H -0.359 0.137 -0.214
C -0.845 1.599 -0.218
C -1.756 -1.415 -0.314
C -0.402 0.414 -0.694
O 0.606 -0.447 0.542
C 0.989 0.670 -0.023
N 2.813 1.120 1.291
H -0.264 -0.541 -0.049
H -0.070 -0.027 0.545
H 0.520 -0.162 -0.076
H -0.294 0.423 -0.762
H -0.272 0.121 0.205
H -0.471 -0.577 -0.264
H -0.233 0.041 -0.439
H -0.144 -0.389 0.570
H 0.139 -0.019 0.111
H 0.550 -0.027 -0.830
H -0.978 -0.754 0.575
C -1.531 -2.594 1.467
C 1.040 1.686 0.378
C -1.946 -0.700 -0.158
O -0.236 -1.277 -1.488
C 0.639 -0.765 1.179
N 1.621 0.347 -1.352
H 0.123 0.262 -0.666
H 0.000 0.538 -0.779
H 0.656 0.479 0.656
H -0.232 -0.016 1.579
H -0.283 0.585 -0.154
H 0.206 -0.378 0.577
H -0.161 1.264 -0.052
H -0.079 0.389 0.134
H 0.294 0.066 -0.427
H 0.016 -0.772 0.297
H 0.043 0.902 -0.898
C 0.846 0.527 -0.636
C -0.542 -2.452 1.202
C -0.321 -1.192 -0.100
O -1.680 -0.011 -1.001
C 0.339 -1.236 -0.260
N 1.032 1.302 -1.083
H -0.307 0.337 -0.289
H 0.035 0.248 0.176
H 0.117 0.302 0.444
H 0.138 -0.153 0.470
H 0.161 0.263 -0.345
H 0.098 0.351 -0.202
H 0.351 0.978 0.495
H -0.183 0.249 0.519
H 0.288 0.314 0.356
H 0.372 0.002 0.211
H -0.732 0.150 0.023
C -0.176 -1.506 0.814
C -0.210 -0.027 0.313
C -0.240 1.959 2.186
O -1.703 0.929 -0.194
C 1.056 -0.768 -0.655
N 0.333 -0.888 0.245
H 0.084 0.635 -1.135
H 0.471 -0.509 -0.056
H -0.312 -0.147 0.348
H 0.941 -0.186 -0.345
H 0.272 -0.104 -1.192
H 0.265 -0.225 0.240
H 0.165 0.731 0.097
H -0.400 -0.368 0.435
H -0.613 -0.619 0.026
H -0.162 0.645 -0.428
H 0.056 0.531 -0.661
O 0.619 0.374 -0.082
H 0.119 -0.158 0.260
H -0.477 -0.166 -0.268
O -0.336 -0.424 -0.490
H 0.184 -0.160 -0.122
H -0.024 0.434 0.296
O -0.635 1.458 -0.003
H 0.359 -0.238 0.061
H 0.278 -0.731 0.049
O 0.260 -1.021 -0.109
H -0.089 -0.107 -0.172
H -0.210 1.054 -0.033

These are the Löwdin partial charges, in e, on atoms 1 to 4:
1 C -0.049
2 C -0.406
3 C -0.219
4 O -0.172